# 1
Below is a single C21H26Cl2N6O3 molecule in a non-equilibrium geometry, with properties calculated with wB97M-V/def2-TZVPD.

Structure (ORCA input):
```
! RIJCOSX wB97M-V def2-TZVPD def2/J DEFGRID3
* xyz 0 1
C -4.157 -3.295 2.000
N -3.379 -2.536 1.036
C -2.072 -2.176 1.399
O -1.600 -2.481 2.485
C -1.436 -1.448 0.361
C -2.058 -1.147 -0.839
N -1.239 -0.447 -1.653
C -0.108 -0.311 -0.961
N 1.015 0.264 -1.440
C 0.969 1.013 -2.675
C 1.013 2.529 -2.461
C -0.040 2.998 -1.455
N 0.384 2.735 -0.090
C -0.730 2.576 0.830
C -0.180 2.451 2.266
O 1.185 2.105 2.252
C 1.975 3.129 1.686
C 1.302 3.726 0.437
N -0.166 -0.894 0.263
C 0.863 -0.957 1.272
C 2.124 -1.583 0.740
C 2.079 -2.778 0.031
C 3.237 -3.342 -0.470
C 4.459 -2.719 -0.266
Cl 5.900 -3.425 -0.895
C 4.513 -1.526 0.448
Cl 6.021 -0.733 0.711
C 3.348 -0.963 0.944
N -3.334 -1.534 -1.100
C -3.954 -1.203 -2.363
C -4.034 -2.251 -0.150
O -5.174 -2.619 -0.344
H -4.452 -4.251 1.568
H -5.056 -2.742 2.270
H -3.528 -3.450 2.875
H 1.666 0.599 -0.745
H 0.044 0.728 -3.178
H 1.820 0.710 -3.295
H 0.841 3.018 -3.420
H 2.007 2.815 -2.113
H -0.964 2.443 -1.635
H -0.254 4.069 -1.604
H -1.275 1.673 0.547
H -1.430 3.430 0.778
H -0.315 3.395 2.813
H -0.689 1.657 2.813
H 2.159 3.918 2.430
H 2.926 2.657 1.433
H 2.059 3.966 -0.309
H 0.774 4.663 0.694
H 1.075 0.047 1.654
H 0.454 -1.562 2.088
H 1.132 -3.270 -0.128
H 3.203 -4.269 -1.019
H 3.401 -0.040 1.502
H -4.911 -1.720 -2.409
H -3.305 -1.520 -3.178
H -4.109 -0.126 -2.432
*
```

Properties
ΔE to the lowest compared entry with this formula, charge and spin (kJ/mol): 21.5
Max |F| (hartree/bohr): 0.0270
Calculated total energy (eV): -62328.7815
HOMO (eV): -7.660
LUMO level (eV): 0.52
Frontier orbital gap (hartree): 0.30070

# 2
Below is a single C15H22O2 molecule in a non-equilibrium geometry, with properties calculated with wB97M-V/def2-TZVPD.

Structure (ORCA input):
```
! RIJCOSX wB97M-V def2-TZVPD def2/J DEFGRID3
* xyz 0 1
C -2.286 5.342 -2.438
C -1.175 4.370 -2.219
C -1.598 3.259 -1.255
C -0.504 2.212 -1.094
C -0.793 1.095 -0.121
C -1.944 0.247 -0.604
C 0.489 0.337 0.204
O 1.125 -0.196 -0.959
C 1.628 -1.479 -0.564
C 0.652 -1.990 0.456
C 1.212 -3.052 1.417
C 2.160 -2.699 2.383
C 2.669 -3.666 3.270
C 2.257 -5.021 3.156
C 1.308 -5.400 2.210
C 0.805 -4.394 1.351
O 0.296 -0.750 1.123
H -2.028 6.035 -3.258
H -3.217 4.874 -2.693
H -2.461 5.956 -1.544
H -0.298 4.932 -1.788
H -0.883 3.969 -3.194
H -2.521 2.778 -1.600
H -1.808 3.688 -0.249
H 0.388 2.789 -0.800
H -0.274 1.751 -2.065
H -1.168 1.544 0.805
H -2.114 -0.547 0.157
H -1.682 -0.174 -1.560
H -2.884 0.790 -0.670
H 1.157 1.085 0.634
H 1.711 -2.183 -1.406
H 2.604 -1.331 -0.114
H -0.224 -2.378 -0.047
H 2.524 -1.677 2.469
H 3.318 -3.311 4.067
H 2.560 -5.771 3.893
H 0.936 -6.390 2.043
H 0.065 -4.640 0.608
*
```

Properties
ΔE to the lowest compared entry with this formula, charge and spin (kJ/mol): 86.0
Max |F| (hartree/bohr): 0.0443
Calculated total energy (eV): -20006.5063
HOMO (eV): -9.319
LUMO level (eV): 0.90
Frontier orbital gap (hartree): 0.37563

# 3
Below is a single C5H7NO molecule, with properties calculated with wB97M-V/def2-TZVPD.

Structure (ORCA input):
```
! RIJCOSX wB97M-V def2-TZVPD def2/J DEFGRID3
* xyz 0 1
C -1.643 -0.971 0.229
C -0.256 -0.539 -0.102
O 0.710 -1.480 0.111
C 1.879 -0.816 0.234
C 1.720 0.524 0.081
C 0.319 0.690 -0.218
N -0.359 1.789 -0.766
H -2.343 -0.128 0.285
H -2.045 -1.736 -0.443
H -1.575 -1.396 1.239
H 2.741 -1.442 0.394
H 2.481 1.288 0.205
H -0.313 2.680 -0.293
H -1.317 1.539 -0.957
*
```

Properties
ΔE to the lowest compared entry with this formula, charge and spin (kJ/mol): 99.6
Max |F| (hartree/bohr): 0.0081
Calculated total energy (eV): -8835.1709
HOMO (eV): -7.724
LUMO level (eV): 1.01
Frontier orbital gap (hartree): 0.32099

# 4
Below is a molecular structure, C26H22ClO5PRu in a non-equilibrium geometry, with properties calculated with wB97M-V/def2-TZVPD.

Structure (ORCA input):
```
! RIJCOSX wB97M-V def2-TZVPD def2/J DEFGRID3
* xyz 2 1
Ru -0.351 1.361 -0.449
O 0.407 3.275 2.979
C 0.639 2.910 1.877
O -0.282 2.061 1.284
C 1.897 3.213 1.087
C 2.500 1.862 0.699
C 3.905 1.995 0.142
C 3.649 2.686 -1.220
C 2.131 2.778 -1.262
O 1.726 1.554 -0.516
C 1.618 3.858 -0.319
C 0.137 4.115 -0.479
O -0.440 5.060 -0.064
O -0.583 3.109 -1.105
H 2.537 3.810 1.731
H 2.364 1.085 1.443
H 4.343 1.009 0.000
H 4.548 2.563 0.810
H 4.029 2.088 -2.044
H 4.094 3.677 -1.283
H 1.684 2.779 -2.250
H 2.103 4.822 -0.461
Cl -2.689 1.534 -0.847
C -3.342 -0.089 -1.106
C -4.685 -0.198 -1.381
C -5.197 -1.473 -1.610
C -4.375 -2.590 -1.554
C -3.025 -2.451 -1.267
C -2.487 -1.184 -1.037
P -0.789 -0.987 -0.505
C 0.142 -2.420 -0.977
C 0.581 -3.351 -0.032
C 1.249 -4.486 -0.463
C 1.488 -4.683 -1.817
C 1.045 -3.760 -2.758
C 0.376 -2.623 -2.343
C -0.779 -0.730 1.233
C 0.484 -0.666 1.861
C 0.570 -0.437 3.215
C -0.600 -0.265 3.950
C -1.857 -0.368 3.347
C -1.958 -0.589 1.995
H -5.321 0.676 -1.423
H -6.249 -1.584 -1.836
H -4.786 -3.573 -1.735
H -2.386 -3.324 -1.216
H 0.383 -3.211 1.022
H 1.576 -5.221 0.259
H 2.025 -5.563 -2.143
H 1.225 -3.926 -3.811
H 0.036 -1.900 -3.076
H 1.373 -0.836 1.266
H 1.531 -0.390 3.709
H -0.539 -0.061 5.011
H -2.749 -0.274 3.951
H -2.928 -0.662 1.522
*
```

Properties
ΔE to the lowest compared entry with this formula, charge and spin (kJ/mol): 32.5
Max |F| (hartree/bohr): 0.0319
Calculated total energy (eV): -61932.6591
HOMO (spin up / spin down) (eV): -15.496 / -15.492
LUMO level (spin up / spin down) (eV): -9.25 / -9.25
Frontier orbital gap (spin up / spin down) (hartree): 0.22935 / 0.22954

# 5
Below is a single C4H8N2O molecule in a non-equilibrium geometry, with properties calculated with wB97M-V/def2-TZVPD.

Structure (ORCA input):
```
! RIJCOSX wB97M-V def2-TZVPD def2/J DEFGRID3
* xyz 0 1
C 1.314 -0.109 1.429
C 0.687 -0.327 -0.002
O 0.353 -1.667 -0.228
C -1.013 -1.784 -0.325
N -1.600 -0.669 -0.324
N -0.664 0.268 -0.084
C -0.881 1.502 -0.883
H 0.765 -0.554 2.148
H 1.499 0.968 1.656
H 2.315 -0.349 1.274
H 1.473 -0.174 -0.792
H -1.572 -2.624 -0.417
H -1.801 1.516 -1.459
H -0.762 2.425 -0.203
H -0.113 1.580 -1.790
*
```

Properties
ΔE to the lowest compared entry with this formula, charge and spin (kJ/mol): 349.2
Max |F| (hartree/bohr): 0.1009
Calculated total energy (eV): -9302.7740
HOMO (eV): -7.963
LUMO level (eV): 1.06
Frontier orbital gap (hartree): 0.33145

# 6
Below is a single C11H12Cl2O2 molecule in a non-equilibrium geometry, with properties calculated with wB97M-V/def2-TZVPD.

Structure (ORCA input):
```
! RIJCOSX wB97M-V def2-TZVPD def2/J DEFGRID3
* xyz 0 1
C -2.385 -2.714 0.656
C -1.176 -2.944 1.297
C -2.507 -1.634 -0.188
C -0.119 -2.077 1.112
C -1.425 -0.781 -0.455
C -0.216 -0.987 0.245
C -1.577 0.275 -1.417
C -0.392 1.834 0.045
C 0.969 1.193 0.000
C 1.834 1.670 1.181
C 1.698 1.477 -1.318
O 0.908 -0.248 0.126
O -2.759 0.816 -1.733
Cl -1.242 1.647 1.565
Cl -0.528 3.432 -0.601
H -3.222 -3.378 0.814
H -1.067 -3.793 1.953
H -3.434 -1.475 -0.723
H 0.810 -2.219 1.641
H -0.834 0.449 -2.180
H 1.965 2.748 1.121
H 2.802 1.178 1.156
H 1.346 1.423 2.120
H 2.667 0.985 -1.282
H 1.840 2.543 -1.458
H 1.142 1.082 -2.162
H -3.402 0.671 -1.023
*
```

Properties
Max |F| (hartree/bohr): 0.0613
Calculated total energy (eV): -40739.3727
HOMO (spin up / spin down) (eV): -7.421 / -7.426
LUMO level (spin up / spin down) (eV): 0.06 / 0.06
Frontier orbital gap (spin up / spin down) (hartree): 0.27481 / 0.27501

# 7
Below is 3 unconnected molecules or ions with the total composition C3HN3O2 in a non-equilibrium geometry, with properties calculated with wB97M-V/def2-TZVPD.

Structure (ORCA input):
```
! RIJCOSX wB97M-V def2-TZVPD def2/J DEFGRID3
* xyz 0 1
C -0.409 -0.158 -0.351
C -3.871 0.767 -2.291
C -2.539 3.233 0.153
N -3.199 2.416 -0.303
N 0.773 -0.405 -0.263
N -4.603 0.767 -1.347
O -1.488 0.200 -0.639
O -3.093 0.682 -3.138
H 1.427 -0.723 0.319
*
```

Properties
ΔE to the lowest compared entry with this formula, charge and spin (kJ/mol): 618.9
Max |F| (hartree/bohr): 0.1143
Calculated total energy (eV): -11685.0250
HOMO (spin up / spin down) (eV): -11.042 / -11.021
LUMO level (spin up / spin down) (eV): -5.24 / -5.25
Frontier orbital gap (spin up / spin down) (hartree): 0.21333 / 0.21208

# 8
Below is a single C6H6O2 molecule in a non-equilibrium geometry, with properties calculated with wB97M-V/def2-TZVPD.

Structure (ORCA input):
```
! RIJCOSX wB97M-V def2-TZVPD def2/J DEFGRID3
* xyz 0 1
O 1.218 1.610 1.259
C 1.415 0.789 0.346
C 0.348 -0.071 -0.363
O 0.832 -0.246 -1.694
C 0.024 -1.342 0.357
C -1.213 -1.272 0.726
C -1.885 -0.160 0.182
C -0.979 0.564 -0.482
H 2.440 0.619 0.124
H -0.016 -0.323 -2.356
H 0.677 -2.180 0.390
H -1.792 -1.840 1.417
H -2.947 0.216 0.187
H -1.021 1.548 -0.875
*
```

Properties
ΔE to the lowest compared entry with this formula, charge and spin (kJ/mol): 212.2
Max |F| (hartree/bohr): 0.0877
Calculated total energy (eV): -10411.2102
HOMO (eV): -8.964
LUMO level (eV): 0.04
Frontier orbital gap (hartree): 0.33072

# 9
Below is a molecular structure, C6H7NO in a non-equilibrium geometry, with properties calculated with wB97M-V/def2-TZVPD.

Structure (ORCA input):
```
! RIJCOSX wB97M-V def2-TZVPD def2/J DEFGRID3
* xyz 0 1
C -0.280 1.189 0.849
C 0.760 -0.784 0.345
C -0.585 0.202 -0.252
C 0.828 0.178 -1.362
C 1.008 0.467 1.113
C -1.754 -0.052 -0.889
O 0.670 -1.973 1.040
N 1.429 -0.860 -0.955
H 1.212 -2.618 0.565
H 0.822 0.644 -2.352
H -1.007 1.113 1.673
H -0.195 2.235 0.545
H 1.541 0.498 2.062
H -1.842 -0.841 -1.626
H -2.608 0.602 -0.756
*
```

Properties
ΔE to the lowest compared entry with this formula, charge and spin (kJ/mol): 634.4
Max |F| (hartree/bohr): 0.0771
Calculated total energy (eV): -9866.0832
HOMO (spin up / spin down) (eV): -8.440 / -7.396
LUMO level (spin up / spin down) (eV): -0.30 / -0.01
Frontier orbital gap (spin up / spin down) (hartree): 0.29915 / 0.27157

# 10
Below is a molecular structure, C3H2O2Tl in a non-equilibrium geometry, with properties calculated with wB97M-V/def2-TZVPD.

Structure (ORCA input):
```
! RIJCOSX wB97M-V def2-TZVPD def2/J DEFGRID3
* xyz 1 1
O -1.352 -0.962 -0.016
C -0.188 -0.867 -0.624
C 0.527 0.294 -0.633
O 0.108 1.047 0.490
C 0.836 1.105 1.611
Tl -1.564 0.514 1.506
H 0.221 -1.742 -1.152
H 1.411 0.611 -1.182
*
```

Properties
ΔE to the lowest compared entry with this formula, charge and spin (kJ/mol): 708.2
Max |F| (hartree/bohr): 0.1374
Calculated total energy (eV): -11915.9473
HOMO (spin up / spin down) (eV): -14.286 / -14.183
LUMO level (spin up / spin down) (eV): -6.83 / -8.66
Frontier orbital gap (spin up / spin down) (hartree): 0.27413 / 0.20299

# 11
Below is 14 unconnected molecules or ions with the total composition C17H62N12O14 in a non-equilibrium geometry, with properties calculated with wB97M-V/def2-TZVPD.

Structure (ORCA input):
```
! RIJCOSX wB97M-V def2-TZVPD def2/J DEFGRID3
* xyz 0 1
C 12.978 -3.895 -1.123
C 14.205 -4.694 -1.094
O 15.261 -3.838 -1.295
H 13.076 -2.894 -0.669
H 12.171 -4.527 -0.725
H 12.703 -3.545 -2.100
H 14.144 -5.516 -1.767
H 14.460 -5.106 -0.158
H 15.415 -3.656 -2.248
C 16.870 -12.556 2.412
C 17.474 -11.183 2.603
O 16.747 -10.513 3.527
H 17.436 -13.094 1.600
H 15.818 -12.423 2.114
H 16.927 -13.036 3.404
H 17.359 -10.648 1.635
H 18.500 -11.089 2.895
H 17.287 -9.780 3.928
C 20.023 -7.968 -2.783
C 19.379 -6.902 -1.857
O 18.654 -7.481 -0.755
H 19.259 -8.742 -3.084
H 20.731 -8.618 -2.322
H 20.394 -7.494 -3.685
H 18.632 -6.298 -2.366
H 20.156 -6.263 -1.532
H 17.721 -7.441 -1.040
C 16.802 -7.303 2.470
O 16.591 -7.387 3.811
N 17.997 -7.555 1.960
N 15.857 -7.007 1.628
H 18.679 -8.089 2.561
H 18.247 -7.660 0.955
H 14.957 -6.707 2.128
H 15.893 -7.398 0.601
C 13.005 -11.350 -3.808
O 12.999 -10.737 -2.583
N 11.974 -11.276 -4.633
N 13.958 -12.157 -4.249
H 11.465 -10.376 -4.485
H 11.903 -11.697 -5.509
H 14.494 -12.409 -3.408
H 13.776 -12.816 -5.083
C 16.551 -8.648 -4.511
O 17.112 -7.469 -4.348
N 15.300 -8.943 -4.158
N 17.328 -9.665 -4.875
H 14.654 -8.170 -3.940
H 14.937 -9.899 -4.258
H 18.275 -9.531 -5.241
H 16.759 -10.471 -5.255
C 18.453 -4.487 0.537
O 18.818 -3.414 -0.165
N 17.255 -5.004 0.433
N 19.241 -5.125 1.277
H 16.707 -4.623 -0.295
H 16.837 -5.891 0.912
H 20.230 -5.085 1.083
H 18.897 -6.023 1.681
C 19.995 -10.001 0.370
O 18.927 -10.385 -0.462
N 20.397 -10.673 1.450
N 20.637 -8.998 0.131
H 19.992 -11.609 1.487
H 21.312 -10.517 1.980
H 19.980 -8.404 -0.472
H 21.579 -9.292 -0.222
C 18.888 -12.309 -3.166
O 19.031 -13.251 -2.196
N 18.636 -11.066 -2.932
N 18.673 -12.496 -4.438
H 18.684 -10.802 -1.950
H 18.229 -10.516 -3.610
H 18.802 -13.486 -4.733
H 18.956 -11.724 -5.028
C 12.522 -7.928 -2.270
O 13.402 -7.445 -3.257
H 12.247 -7.090 -1.657
H 13.046 -8.563 -1.555
H 11.604 -8.453 -2.678
H 12.878 -6.780 -3.713
C 15.812 -9.079 -0.985
O 15.942 -7.706 -1.096
H 16.147 -9.336 0.044
H 16.569 -9.580 -1.611
H 14.879 -9.521 -0.978
H 15.521 -7.368 -1.960
C 15.476 -4.823 -4.363
O 14.974 -3.517 -4.071
H 16.526 -4.852 -4.635
H 14.824 -5.389 -5.025
H 15.556 -5.219 -3.383
H 15.371 -2.872 -4.562
C 13.998 -9.428 1.857
O 12.916 -8.999 2.699
H 14.885 -9.092 2.385
H 13.792 -8.948 0.936
H 14.059 -10.550 1.866
H 12.161 -9.470 2.320
C 15.929 -12.489 -0.837
O 15.711 -12.167 -2.306
H 15.371 -13.296 -0.441
H 15.973 -11.585 -0.244
H 16.914 -12.804 -0.714
H 16.602 -11.912 -2.554
*
```

Properties
ΔE to the lowest compared entry with this formula, charge and spin (kJ/mol): 312.7
Max |F| (hartree/bohr): 0.2397
Calculated total energy (eV): -65175.3742
HOMO (eV): -7.987
LUMO level (eV): -0.15
Frontier orbital gap (hartree): 0.28783

# 12
Below is 14 unconnected molecules or ions with the total composition C6H35O15 in a non-equilibrium geometry, with properties calculated with wB97M-V/def2-TZVPD.

Structure (ORCA input):
```
! RIJCOSX wB97M-V def2-TZVPD def2/J DEFGRID3
* xyz -1 1
O 0.959 -2.852 1.370
C 0.023 -2.045 1.560
O -1.085 -1.982 0.989
C 0.133 -1.165 2.806
C 1.403 -0.342 2.951
C 1.855 0.100 1.592
C 2.441 1.309 1.428
C 3.365 1.574 0.254
H -0.106 -1.885 3.641
H -0.767 -0.533 2.732
H 1.327 0.457 3.669
H 2.340 -0.913 3.310
H 1.871 -0.544 0.739
H 2.329 2.108 2.167
H 3.922 0.643 0.035
H 4.099 2.362 0.290
H 2.753 1.805 -0.648
H 1.396 -4.100 -0.406
H 2.721 -3.363 -0.164
O 2.234 -3.888 -0.831
H -1.737 2.378 -0.006
H -0.891 3.703 -0.503
O -0.908 2.743 -0.398
H -0.551 2.955 2.236
H 0.040 1.735 2.809
O -0.284 2.603 3.108
H -2.479 2.928 -2.620
H -1.563 2.248 -3.765
O -2.477 2.487 -3.477
H -2.148 1.226 2.924
H -2.756 -0.018 2.155
O -2.891 0.613 2.879
H 1.825 -2.608 -1.687
H 0.566 -1.787 -1.650
O 1.532 -1.627 -1.848
H 2.478 -2.755 1.429
H 3.788 -1.926 0.940
O 3.492 -2.727 1.372
H -3.229 1.806 1.511
H -3.506 1.205 0.182
O -3.225 2.069 0.554
H -1.062 -3.156 -0.584
H -1.649 -2.275 -1.672
O -0.871 -2.803 -1.464
H -0.809 -0.476 -3.843
H 0.541 -0.538 -4.351
O -0.285 -0.074 -4.584
H -0.123 2.106 -1.803
H 0.422 1.334 -3.061
O 0.072 2.194 -2.762
H -2.327 -1.122 -0.105
H -2.933 -0.257 -1.233
O -3.126 -0.587 -0.309
H -1.556 0.855 -2.075
H -2.558 0.637 -3.229
O -2.022 0.164 -2.557
*
```

Properties
ΔE to the lowest compared entry with this formula, charge and spin (kJ/mol): 0.0
Max |F| (hartree/bohr): 0.0642
Calculated total energy (eV): -37505.7740
HOMO (eV): -6.389
LUMO level (eV): 2.39
Frontier orbital gap (hartree): 0.32255

- The highest max |F| belongs to which entry?
  C17H62N12O14